Entry from the Open Molecules 2025 dataset: C42H36FP2Tl as an isolated structure in a non-equilibrium geometry (ωB97M-V/def2-TZVPD).

Values from the calculation:
Charge ... +2
E ... -70109.8119 eV
Energy relative to the best compared isomer or geometry (same formula, charge and spin) ... 0.0 kJ/mol

Cartesian coordinates (Å):
Tl -0.46 0.13 1.09
P 0.08 -2.15 0.00
P 0.19 2.23 -0.18
F -0.80 -0.60 7.54
C -0.25 -1.43 4.04
C -2.51 1.75 -0.92
C 4.31 -4.19 0.06
C 1.78 2.41 -1.02
C -1.65 -1.89 -2.27
C 4.30 2.83 -2.36
C -2.36 -2.81 1.31
C 2.03 3.57 -1.79
C -1.28 -4.59 0.08
C -3.57 1.59 -1.80
C -0.78 0.79 5.65
C -0.34 -1.85 -1.73
C 2.84 1.47 -0.95
C -0.35 -0.16 3.44
C -1.15 4.53 0.88
C -3.44 1.88 -3.16
C 0.66 -1.33 -2.55
C -0.89 -1.06 -4.43
C 3.25 3.76 -2.45
C 1.70 -3.04 0.01
C -1.23 2.22 -1.34
C -1.28 -3.25 0.52
C 2.51 -2.98 1.16
C 2.19 -3.78 -1.09
C -1.92 -1.47 -3.58
C -0.05 3.65 0.97
C 0.79 3.81 2.10
C 0.53 4.75 3.09
C -0.65 -0.45 6.18
C 3.78 -3.56 1.18
C 4.06 1.69 -1.59
C -0.61 0.95 4.25
C -1.11 2.49 -2.72
C 3.48 -4.33 -1.05
C -3.39 -3.68 1.64
C -2.32 -5.45 0.44
C -1.43 5.45 1.89
C -0.39 -1.57 5.44
C -3.38 -5.01 1.24
C -2.19 2.33 -3.60
C -0.59 5.58 3.00
C 0.39 -1.03 -3.86
H 1.63 3.12 2.25
H -0.06 -2.31 3.42
H -0.33 -2.55 5.90
H -2.31 -6.48 0.11
H 5.33 -4.59 0.06
H -2.41 -1.79 1.67
H -0.78 6.34 3.78
H -1.00 1.65 6.27
H 3.87 -4.88 -1.91
H -4.19 -5.68 1.52
H 1.61 -3.88 -2.01
H -2.94 -1.45 -3.94
H -4.30 1.79 -3.85
H 2.69 0.56 -0.37
H 1.21 1.28 -4.33
H 1.70 -1.12 -2.26
H -2.32 6.08 1.85
H -2.49 -2.20 -1.64
H -2.10 2.54 -4.66
H -2.68 1.47 0.13
H 4.88 0.97 -1.51
H 2.17 -2.43 2.04
H 1.32 -0.74 -4.31
H -1.14 -0.77 -5.47
H -4.54 1.24 -1.45
H 0.53 1.40 -4.65
H 1.27 4.36 -1.87
H -1.83 4.46 0.04
H -0.45 -4.97 -0.52
H 5.26 3.00 -2.88
H 4.39 -3.50 2.08
H 3.42 4.66 -3.05
H -4.22 -3.31 2.23
H -0.16 2.77 -3.16
H 1.18 4.83 3.97
H -0.68 1.94 3.80

***

Entry from the Open Molecules 2025 dataset: C42H37HfN7O6PS as an isolated structure (ωB97M-V/def2-TZVPD).

Values from the calculation:
Charge ... +1
E ... -88303.2427 eV
Energy relative to the best compared isomer or geometry (same formula, charge and spin) ... 29.5 kJ/mol

Cartesian coordinates (Å):
Hf -0.24 0.43 0.51
S 2.35 0.21 0.91
P 0.81 1.04 -2.06
O -1.38 1.95 -0.45
O -0.22 -0.18 2.54
O -0.98 6.72 2.87
O -2.04 -0.47 0.59
O -2.40 3.95 -0.45
O -2.14 6.17 1.06
N -0.02 2.45 1.63
N 0.34 -1.64 -0.22
N 1.58 -2.24 -0.05
N -0.15 -2.57 5.01
N 0.62 2.90 2.72
N -0.35 -2.17 3.71
N 3.71 -2.03 0.64
C -0.71 -3.09 2.68
C -0.81 3.44 1.23
C 3.67 -1.60 -3.24
C 4.75 0.55 -3.16
C -0.14 -4.90 1.24
C -1.61 0.68 -3.40
C -1.29 5.91 2.04
C 0.19 -1.50 5.74
C -2.41 0.50 -4.52
C 0.34 0.76 -4.81
C -0.48 -2.33 -0.94
C 1.04 2.85 -1.89
C 2.48 -1.01 -2.83
C 3.56 1.14 -2.76
C 0.22 -0.39 4.92
C -0.46 0.58 -5.92
C -1.45 -4.94 0.79
C -1.63 3.13 0.01
C 4.81 -0.82 -3.40
C -0.12 -0.83 3.63
C -3.92 -0.79 -0.83
C -1.85 -1.97 -1.26
C -2.03 -3.11 2.23
C 1.16 5.58 -1.35
C -2.39 -4.04 1.27
C 1.93 3.34 -0.93
C -2.46 -2.60 -2.35
C -1.83 0.45 -5.78
C 0.22 3.74 -2.58
C -0.67 4.55 2.06
C -2.59 -1.05 -0.49
C 0.24 -3.97 2.19
C 0.28 5.10 -2.31
C 0.46 -1.61 7.20
C 1.99 4.70 -0.67
C -0.23 0.81 -3.54
C -0.37 -3.93 5.46
C -4.49 -1.42 -1.92
C 2.49 -1.47 0.45
C 2.42 0.36 -2.58
C -3.77 -2.33 -2.69
C 0.26 4.16 3.01
H 1.24 -2.35 7.40
H 1.59 -1.62 -2.73
H -0.48 3.37 -3.32
H 1.19 6.64 -1.14
H 3.89 -2.90 0.17
H 0.45 0.62 5.22
H 0.67 4.71 3.83
H -2.29 5.39 0.47
H 5.73 -1.27 -3.72
H -0.93 -3.91 6.40
H -2.46 0.32 -6.66
H -2.74 -2.40 2.62
H -0.44 -1.92 7.74
H -0.96 -4.46 4.72
H -3.41 -4.07 0.90
H -1.89 -3.31 -2.93
H 0.60 -5.59 0.85
H -0.38 5.77 -2.84
H 0.57 -4.45 5.61
H 1.31 2.31 3.16
H -0.10 -3.26 -1.37
H -3.48 0.41 -4.41
H -0.01 0.54 -6.91
H 5.63 1.16 -3.30
H -5.52 -1.19 -2.17
H 0.78 -0.65 7.59
H -4.23 -2.81 -3.54
H -2.07 0.73 -2.42
H 2.69 5.08 0.06
H 1.26 -3.90 2.54
H 3.70 -2.66 -3.44
H 1.41 0.85 -4.93
H 3.52 2.21 -2.60
H 4.50 -1.42 0.79
H -1.74 -5.68 0.05
H -4.47 -0.09 -0.22
H 2.58 2.67 -0.40

***

Entry from the Open Molecules 2025 dataset: C42H37IIrNO7P4 as an isolated structure in a non-equilibrium geometry (ωB97M-V/def2-TZVPD).

Values from the calculation:
Charge ... 0
E ... -108080.7222 eV
Energy relative to the best compared isomer or geometry (same formula, charge and spin) ... 131.6 kJ/mol

Cartesian coordinates (Å):
Ir 0.69 0.89 1.16
I 3.17 1.54 2.10
P -0.29 2.16 3.53
P 1.48 -1.03 0.42
P -2.40 3.20 2.00
P -1.66 0.24 0.66
O -1.70 4.61 1.82
O -1.79 2.68 3.46
O -3.86 3.28 2.06
O -0.12 0.67 3.30
O 0.51 2.96 2.53
O 0.08 2.44 5.05
O -1.70 2.27 1.00
N -0.81 -2.51 -0.09
C 1.64 -1.83 -2.27
C -3.05 0.05 3.15
C -3.14 0.15 1.77
C 3.69 -0.04 -2.84
C -3.65 1.77 -2.58
C -1.04 -5.70 -1.99
C 2.14 -1.73 -3.56
C 4.42 4.96 -0.22
C 1.24 2.06 -0.45
C -2.39 -3.30 -1.76
C -4.20 -0.09 3.92
C 2.33 3.01 -0.36
C -2.28 0.55 -1.02
C -1.70 -0.13 -2.09
C 2.16 -1.02 -1.26
C 3.95 -2.29 0.99
C 2.48 4.03 -1.35
C -2.83 -4.27 -2.64
C -5.44 -0.15 3.33
C -3.07 1.08 -3.64
C 2.62 -1.59 2.87
C 3.19 -0.13 -1.56
C 2.82 -1.66 1.49
C 3.56 -2.12 3.73
C -1.25 -3.51 -0.97
C -2.09 0.13 -3.39
C -0.60 -4.75 -1.08
C 1.57 4.11 -2.43
C -3.25 1.51 -1.28
C 3.29 3.05 0.68
C 0.41 2.21 -1.53
C -4.39 0.02 1.17
C 0.56 3.21 -2.51
C 4.89 -2.82 1.86
C 3.53 4.98 -1.25
C 3.16 -0.84 -3.85
C -2.15 -5.47 -2.78
C 4.70 -2.74 3.23
C 4.31 3.96 0.76
C -5.54 -0.11 1.95
C 0.47 -2.57 0.52
C -1.74 -1.68 0.64
H 4.49 0.65 -3.06
H -3.67 2.09 -0.46
H -0.92 -0.86 -1.91
H 1.69 4.90 -3.16
H 3.60 5.74 -2.02
H 1.11 -3.33 0.08
H -6.34 -0.24 3.93
H -3.71 -4.07 -3.24
H 5.44 -3.15 3.90
H 1.72 -2.36 -4.34
H -3.38 1.29 -4.66
H 0.25 -4.98 -0.46
H -0.51 -6.64 -2.05
H -0.74 4.48 1.89
H -4.50 0.03 0.10
H 1.74 -1.09 3.27
H -1.70 -1.96 1.70
H -4.40 2.52 -2.77
H -2.09 0.06 3.64
H -2.93 -2.37 -1.69
H -0.41 1.54 -1.64
H 3.59 0.51 -0.78
H 0.41 -2.80 1.60
H -2.76 -1.91 0.32
H 3.55 -0.77 -4.86
H 0.06 3.38 5.27
H 3.41 -2.05 4.80
H 5.01 3.93 1.59
H -2.49 -6.22 -3.48
H 5.21 5.69 -0.16
H 4.10 -2.36 -0.08
H -0.17 3.25 -3.31
H -1.62 -0.40 -4.21
H 0.84 -2.53 -2.07
H -4.11 -0.14 5.00
H -6.50 -0.19 1.46
H 5.77 -3.30 1.46

***

What E_HOMO values result from the calculations? In sequence: -14.2 -10.4 -7.8 eV.
What HOMO-LUMO gap values result from the calculations? In sequence: 6.7 7.9 7.4 eV.
What molar mass values result from the calculations? In sequence: 826.08 977.33 1110.78 g mol⁻¹.